A structure of composition C4H3I2NO at a distorted geometry. Source: the OMol25 dataset; level of theory: wB97M-V/def2-TZVPD.

CARTESIAN COORDINATES (ANGSTROEM)
C: -1.522 -3.028 0.222
C: -0.267 -3.246 -0.058
C: -0.132 -0.095 0.160
C: -0.909 -0.791 1.209
N: -2.672 -2.839 0.289
O: 0.888 -3.397 -0.138
I: 0.152 -0.999 2.964
I: -2.809 -0.283 1.293
H: -0.697 -0.247 -0.714
H: 0.823 -0.583 0.070
H: -0.024 0.902 0.424

The orbital gap (alpha / beta) comes out at 6.08 / 6.03 eV. The value obtained for the energy relative to the best compared isomer or geometry (same formula, charge and spin) is 32.9 kcal/mol. The spin multiplicity is 1. The HOMO energy (alpha / beta) is -7.49 / -7.49 eV.